{
  "formula": "C15H40O15S5",
  "method": "the ωB97M-V functional and the def2-TZVPD basis",
  "energy_ev": -101086.33517,
  "lumo_energy_ev": 0.19,
  "spin_multiplicity": 1,
  "de_lowest_kcal_mol": 92.90,
  "homo_energy_ev": -11.012,
  "gap_ha": 0.41160,
  "max_force_ha_per_bohr": 0.0751,
  "symbols": ["C", "C", "O", "S", "C", "O", "O", "H", "H", "H", "H", "H", "H", "H", "H", "C", "C", "O", "S", "C", "O", "O", "H", "H", "H", "H", "H", "H", "H", "H", "C", "C", "O", "S", "C", "O", "O", "H", "H", "H", "H", "H", "H", "H", "H", "C", "C", "O", "S", "C", "O", "O", "H", "H", "H", "H", "H", "H", "H", "H", "C", "C", "O", "S", "C", "O", "O", "H", "H", "H", "H", "H", "H", "H", "H"],
  "positions_angstrom": [[-3.3470, 4.6029, -0.2382], [-1.9060, 4.1563, -0.1708], [-1.6165, 3.7087, -1.4840], [-0.0624, 3.9138, -2.1365], [0.8707, 2.7614, -1.0054], [-0.0842, 3.3769, -3.4702], [0.3483, 5.2665, -1.8666], [-3.3990, 5.4389, -0.9357], [-3.7791, 4.9629, 0.6955], [-3.8813, 3.7005, -0.5354], [-1.1386, 4.8566, 0.1589], [-1.7071, 3.3024, 0.4769], [1.7258, 2.4171, -1.5870], [0.2841, 1.8450, -1.0710], [1.0972, 3.1022, 0.0049], [1.2863, 1.0600, 5.4119], [2.5780, 0.3092, 5.2639], [2.7130, -0.5379, 6.3860], [3.1846, -2.1297, 6.1124], [1.5461, -2.6201, 5.5713], [4.1352, -2.2147, 5.0407], [3.4049, -2.8323, 7.3740], [0.4395, 0.3736, 5.4119], [0.9539, 1.7648, 4.6498], [1.1984, 1.6332, 6.3349], [2.6307, -0.2995, 4.3612], [3.3989, 1.0261, 5.2821], [1.3301, -2.0455, 4.6706], [0.7810, -2.6467, 6.3472], [1.6841, -3.6948, 5.4529], [-1.1035, -3.9212, -0.3487], [-0.2821, -2.6629, -0.4741], [-0.7238, -1.6473, 0.3875], [0.1600, -1.4688, 1.7990], [-0.2361, 0.2963, 2.1135], [-0.4718, -2.3123, 2.7743], [1.5649, -1.7321, 1.4518], [-1.1461, -4.4573, 0.5994], [-0.6741, -4.6467, -1.0397], [-2.1781, -3.7659, -0.4447], [0.7440, -2.9956, -0.3174], [-0.3889, -2.3115, -1.5004], [-0.3882, 0.5228, 3.1689], [-1.1567, 0.6819, 1.6755], [0.5673, 0.8686, 1.6497], [4.5870, 1.7962, -3.5706], [5.3836, 1.4787, -2.3274], [4.6867, 1.8850, -1.1553], [3.5227, 0.9026, -0.3926], [4.6135, -0.3925, 0.4665], [2.8605, 1.7713, 0.6272], [2.7669, 0.2217, -1.4481], [3.7728, 2.5064, -3.4268], [4.2652, 0.8473, -3.9998], [5.2307, 2.4135, -4.1973], [5.5076, 0.3984, -2.2521], [6.3958, 1.8830, -2.3385], [5.3815, -0.7373, -0.2260], [3.8588, -1.0967, 0.8166], [5.1299, 0.2421, 1.1867], [-3.3021, -3.1689, -3.3281], [-4.1244, -2.5527, -4.4791], [-5.5377, -2.7799, -4.1896], [-6.3786, -1.6842, -3.3729], [-6.7988, -0.5551, -4.8106], [-7.6728, -2.2440, -3.0223], [-5.5411, -0.9749, -2.3674], [-3.7845, -2.9184, -2.3833], [-2.4193, -2.5498, -3.1682], [-2.9591, -4.1705, -3.5873], [-4.0991, -1.4695, -4.3605], [-3.8293, -2.6863, -5.5199], [-5.8366, -0.4244, -5.3057], [-7.2935, 0.3608, -4.4872], [-7.3429, -1.3079, -5.3811]]
}

{
  "formula": "C15H40O8P3S",
  "method": "the ωB97M-V functional and the def2-TZVPD basis",
  "energy_ev": -71277.10731,
  "total_charge": 1,
  "lumo_energy_ev": -4.03,
  "spin_multiplicity": 1,
  "homo_energy_ev": -11.804,
  "gap_ha": 0.28586,
  "max_force_ha_per_bohr": 0.1649,
  "symbols": ["C", "C", "P", "C", "S", "H", "H", "H", "H", "H", "H", "H", "H", "H", "H", "O", "P", "O", "C", "C", "O", "C", "C", "O", "C", "C", "H", "H", "H", "H", "H", "H", "H", "H", "H", "H", "H", "H", "H", "H", "H", "O", "P", "O", "C", "C", "O", "C", "C", "O", "C", "C", "H", "H", "H", "H", "H", "H", "H", "H", "H", "H", "H", "H", "H", "H", "H"],
  "positions_angstrom": [[1.4335, 0.4220, 2.3509], [2.3279, -0.6588, 3.1140], [3.4684, 0.0410, 4.4290], [3.2260, 1.8819, 4.6815], [2.7202, -0.8493, 6.2831], [1.3062, 0.0345, 1.3006], [1.8514, 1.4565, 2.3674], [0.4068, 0.3640, 2.8139], [2.9273, -1.2109, 2.3345], [1.6541, -1.4425, 3.5725], [2.1440, 2.1438, 4.8682], [3.6567, 2.5142, 3.8647], [3.8047, 2.1517, 5.6143], [2.4961, 0.2051, 7.1581], [3.8005, -1.5679, 6.7555], [0.6746, -5.1819, -2.1390], [-0.0762, -4.3502, -1.1038], [-1.4538, -5.2730, -0.9506], [-1.3921, -6.6947, -0.8787], [-1.4307, -7.1776, 0.5594], [-0.6368, -3.1666, -2.1049], [0.0342, -2.8606, -3.3255], [-0.6396, -3.5654, -4.4880], [-0.6105, -3.3366, 0.1545], [-0.6069, -3.7853, 1.4968], [0.7645, -4.2258, 1.9624], [-0.5098, -7.0954, -1.3785], [-2.2666, -7.0779, -1.4095], [-0.5413, -6.8498, 1.1049], [-1.4664, -8.2682, 0.5993], [-2.3059, -6.7835, 1.0803], [1.0948, -3.1119, -3.2668], [-0.0281, -1.7791, -3.4705], [-0.7471, -4.6349, -4.3066], [-0.0750, -3.4203, -5.4109], [-1.6478, -3.1697, -4.6299], [-1.3526, -4.5703, 1.6304], [-0.9372, -2.9419, 2.1105], [1.1653, -5.0292, 1.3362], [0.7216, -4.5812, 2.9942], [1.4694, -3.3922, 1.9066], [-2.6535, 3.9572, -1.6391], [-1.2404, 4.1648, -1.1042], [-0.4531, 4.5259, -2.5260], [-1.0300, 5.3984, -3.4943], [-0.5016, 6.8133, -3.3481], [-0.8133, 2.5766, -0.9458], [-1.8086, 1.5701, -0.7768], [-2.1265, 0.9107, -2.1062], [0.1782, 4.4948, -0.2279], [0.6310, 5.8309, -0.0778], [-0.4031, 6.7343, 0.5598], [-2.1192, 5.4049, -3.4471], [-0.7511, 5.0109, -4.4771], [-0.8068, 7.2466, -2.3919], [-0.8863, 7.4529, -4.1450], [0.5895, 6.8287, -3.3883], [-2.7069, 1.9794, -0.3106], [-1.4046, 0.8221, -0.0880], [-2.3762, 1.6429, -2.8740], [-2.9586, 0.2115, -2.0041], [-1.2539, 0.3630, -2.4696], [0.9682, 6.2185, -1.0401], [1.5153, 5.7928, 0.5642], [-1.3318, 6.7521, -0.0208], [-0.0240, 7.7548, 0.6368], [-0.6564, 6.3795, 1.5614]]
}

{
  "formula": "C15H41NO6",
  "method": "the ωB97M-V functional and the def2-TZVPD basis",
  "energy_ev": -29959.43082,
  "lumo_energy_ev": 0.00,
  "spin_multiplicity": 1,
  "de_lowest_kcal_mol": 790.96,
  "homo_energy_ev": -6.066,
  "gap_ha": 0.22302,
  "max_force_ha_per_bohr": 0.3857,
  "symbols": ["C", "C", "O", "N", "H", "H", "C", "H", "H", "H", "H", "H", "H", "O", "H", "C", "C", "C", "O", "H", "H", "H", "H", "H", "H", "H", "H", "C", "C", "C", "O", "H", "H", "H", "H", "H", "H", "H", "H", "C", "C", "C", "O", "H", "H", "H", "H", "H", "H", "H", "H", "C", "C", "C", "O", "H", "H", "H", "H", "H", "H", "H", "H"],
  "positions_angstrom": [[26.3449, -64.2827, 4.0233], [25.8838, -65.5046, 4.7215], [26.0062, -65.6126, 5.9653], [24.9851, -66.5957, 3.9159], [24.3645, -66.9853, 4.6147], [24.5541, -66.2871, 3.1032], [25.8160, -67.7087, 3.4272], [26.4781, -64.3534, 2.8895], [27.4575, -63.7087, 4.2661], [25.5109, -63.4709, 4.1000], [25.3392, -68.6870, 3.5969], [26.7392, -67.6019, 3.8006], [25.7971, -67.7209, 2.2653], [23.5960, -65.8634, 1.7715], [22.9401, -65.7953, 1.0848], [26.8680, -66.0351, 0.3432], [25.3939, -65.9344, 0.7992], [24.4620, -66.8443, 0.0060], [25.4781, -66.1909, 2.1942], [27.5045, -65.3718, 0.9876], [26.7804, -66.2652, -0.8313], [27.5096, -66.8031, 0.3595], [25.1637, -64.8033, 0.6536], [23.5093, -66.7533, 0.5570], [24.6318, -67.8330, 0.2205], [24.2342, -66.6584, -1.0049], [24.4610, -66.2475, 2.4857], [21.4753, -66.2960, 0.8235], [21.4004, -66.4507, 2.2649], [20.4468, -67.4970, 2.7991], [22.6345, -66.6429, 2.9179], [22.1038, -65.7027, 0.5994], [20.7870, -65.4115, 0.6438], [21.3491, -67.0663, 0.1669], [20.8808, -65.5642, 2.6137], [19.4640, -67.2022, 2.8450], [20.7851, -68.0074, 3.4820], [20.6532, -68.3684, 2.1188], [23.1816, -65.8238, 2.6377], [20.2940, -64.2679, 5.2711], [21.3724, -63.9954, 4.1630], [22.3189, -62.7646, 4.4466], [22.2007, -65.2290, 4.1141], [20.7808, -63.9751, 6.1932], [19.6156, -65.0730, 5.3013], [19.5211, -63.3378, 5.1701], [21.0400, -63.7231, 3.1611], [22.3568, -62.1901, 3.5350], [23.2105, -62.8719, 5.1983], [21.8408, -62.0281, 5.0100], [22.7394, -65.2481, 3.2838], [22.2787, -62.3231, 0.3286], [23.6639, -63.0118, -0.0142], [24.4812, -62.2067, -0.9195], [24.3871, -63.2368, 1.1810], [21.6019, -62.0918, -0.5839], [22.4674, -61.4037, 0.8090], [21.7252, -62.9676, 0.9679], [23.6191, -64.0262, -0.5034], [25.5686, -62.5781, -1.3534], [24.7438, -61.1472, -0.4574], [24.0203, -61.9189, -1.9561], [24.0307, -63.9749, 1.4392]]
}

{
  "formula": "C15H42BCl6F4O12",
  "method": "the ωB97M-V functional and the def2-TZVPD basis",
  "energy_ev": -127493.39451,
  "total_charge": -1,
  "lumo_energy_ev": 2.14,
  "spin_multiplicity": 1,
  "homo_energy_ev": -7.380,
  "gap_ha": 0.34998,
  "max_force_ha_per_bohr": 0.0506,
  "symbols": ["B", "F", "F", "F", "F", "C", "C", "O", "O", "H", "H", "H", "H", "H", "H", "C", "C", "O", "O", "H", "H", "H", "H", "H", "H", "C", "C", "O", "O", "H", "H", "H", "H", "H", "H", "C", "C", "O", "O", "H", "H", "H", "H", "H", "H", "C", "C", "O", "O", "H", "H", "H", "H", "H", "H", "C", "C", "O", "O", "H", "H", "H", "H", "H", "H", "C", "Cl", "Cl", "H", "H", "C", "Cl", "Cl", "H", "H", "C", "Cl", "Cl", "H", "H"],
  "positions_angstrom": [[-0.3361, 0.7660, 0.8962], [0.5979, 0.4851, 1.8350], [-1.5865, 0.2710, 1.2219], [-0.3578, 2.1212, 0.7391], [0.0762, 0.2203, -0.2765], [-2.7084, -2.7107, -0.0828], [-3.1141, -4.0909, -0.6317], [-3.0475, -4.0867, -2.0318], [-1.3655, -2.2946, -0.2653], [-2.8174, -2.6628, 1.0006], [-3.4498, -2.0529, -0.5364], [-4.1148, -4.3790, -0.3099], [-2.4888, -4.8561, -0.1717], [-2.1254, -4.2208, -2.2629], [-1.2147, -1.3582, -0.1173], [4.4456, -1.3881, -0.0568], [3.0961, -0.6378, 0.1271], [3.0519, 0.2324, 1.2610], [5.4497, -0.3793, -0.1981], [4.4176, -1.9981, -0.9596], [4.7067, -2.0658, 0.7560], [2.3986, -1.4593, 0.2909], [2.8491, -0.1136, -0.7961], [2.1713, 0.4451, 1.5786], [5.8339, -0.2611, 0.6737], [1.7697, -2.7358, -4.0495], [0.9210, -1.9534, -3.0312], [0.9303, -2.6329, -1.8094], [1.2766, -4.1062, -4.1878], [2.7946, -2.7643, -3.6794], [1.8712, -2.2886, -5.0384], [-0.1322, -1.7796, -3.2516], [1.3498, -0.9542, -2.9547], [0.1434, -2.3129, -1.3622], [1.2596, -4.5194, -3.3214], [3.7773, 3.5265, 1.2738], [2.3826, 3.9446, 1.8647], [1.7128, 2.8899, 2.4785], [3.7994, 2.6373, 0.1516], [4.4035, 3.0231, 2.0104], [4.3650, 4.4055, 1.0093], [1.6256, 4.2923, 1.1617], [2.4363, 4.8127, 2.5216], [1.2477, 2.3676, 1.8209], [3.5869, 1.7797, 0.5272], [-4.4520, -0.1365, 2.4279], [-3.3999, -0.5559, 3.5213], [-4.1028, -1.2874, 4.5106], [-4.8415, -1.2168, 1.6305], [-4.1121, 0.6021, 1.7020], [-5.3178, 0.2465, 2.9680], [-3.0833, 0.3042, 4.1113], [-2.5472, -1.1661, 3.2234], [-4.3363, -2.1649, 4.1991], [-5.3267, -1.9140, 2.0779], [1.9228, 3.5611, -3.1204], [1.0096, 2.4675, -2.4693], [0.8064, 1.3569, -3.3628], [3.3193, 3.2428, -3.0723], [1.7317, 4.5815, -2.7884], [1.5745, 3.7120, -4.1422], [0.0393, 2.9297, -2.2879], [1.3604, 2.0552, -1.5232], [1.6376, 0.9269, -3.5770], [3.5486, 3.1227, -2.1478], [-2.5820, 0.8104, -1.8579], [-3.3952, 2.2717, -2.5031], [-2.6275, -0.3957, -3.1151], [-1.5238, 1.0355, -1.7247], [-3.0728, 0.4709, -0.9458], [0.2882, -2.4638, 3.1832], [1.5565, -3.4682, 2.4993], [-0.5394, -3.1995, 4.6330], [0.6344, -1.4654, 3.4504], [-0.4626, -2.3491, 2.4013], [-2.9659, 3.2772, 1.6455], [-4.1700, 3.3145, 2.9873], [-3.5150, 4.5630, 0.5731], [-1.9334, 3.4559, 1.9457], [-3.0109, 2.3179, 1.1298]]
}